{
  "formula": "C19H30N2O5",
  "method": "wB97M-V/def2-TZVPD",
  "homo_lumo_gap_ev": 8.68,
  "spin_multiplicity": 1,
  "charge": 0,
  "molar_mass_da": 366.458,
  "species": ["C", "C", "C", "C", "C", "C", "N", "C", "O", "C", "C", "N", "C", "O", "C", "C", "C", "O", "C", "C", "O", "C", "C", "O", "C", "C", "H", "H", "H", "H", "H", "H", "H", "H", "H", "H", "H", "H", "H", "H", "H", "H", "H", "H", "H", "H", "H", "H", "H", "H", "H", "H", "H", "H", "H", "H"],
  "positions_angstrom": [[3.24, 3.28, -1.19], [3.50, 2.48, -2.46], [2.21, 1.92, -3.05], [2.44, 1.03, -4.27], [3.02, -0.34, -3.90], [2.07, -1.49, -4.25], [0.82, -1.35, -3.55], [-0.37, -1.35, -4.18], [-0.51, -1.56, -5.37], [-1.55, -1.10, -3.25], [-1.48, 0.30, -2.59], [-1.55, 0.25, -1.15], [-0.48, -0.06, -0.38], [0.62, -0.28, -0.87], [-0.71, -0.10, 1.08], [-1.72, 0.61, 1.71], [-1.89, 0.56, 3.09], [-2.87, 1.26, 3.74], [-3.73, 2.09, 2.99], [-1.03, -0.24, 3.86], [-1.05, -0.42, 5.20], [-1.99, 0.22, 6.04], [0.01, -0.95, 3.22], [0.80, -1.68, 4.05], [1.87, -2.39, 3.48], [0.16, -0.87, 1.84], [2.76, 2.65, -0.44], [2.59, 4.12, -1.40], [4.17, 3.66, -0.78], [4.18, 1.65, -2.23], [4.00, 3.11, -3.20], [1.69, 1.35, -2.28], [1.57, 2.76, -3.33], [3.12, 1.55, -4.96], [1.50, 0.89, -4.79], [3.22, -0.38, -2.82], [3.97, -0.51, -4.41], [1.85, -1.50, -5.32], [2.54, -2.44, -3.98], [0.86, -1.10, -2.57], [-2.47, -1.21, -3.83], [-1.54, -1.86, -2.47], [-2.29, 0.93, -2.95], [-0.53, 0.78, -2.84], [-2.47, 0.23, -0.73], [-2.36, 1.25, 1.12], [-4.32, 1.52, 2.27], [-4.39, 2.55, 3.73], [-3.17, 2.88, 2.47], [-1.75, -0.13, 7.04], [-1.90, 1.30, 5.99], [-3.01, -0.07, 5.79], [1.53, -3.15, 2.78], [2.37, -2.88, 4.32], [2.58, -1.72, 2.98], [0.95, -1.40, 1.33]]
}

***

{
  "formula": "C19H30N2O5",
  "method": "wB97M-V/def2-TZVPD",
  "homo_lumo_gap_ev": 8.83,
  "spin_multiplicity": 1,
  "charge": 0,
  "molar_mass_da": 366.458,
  "species": ["C", "C", "O", "C", "C", "C", "C", "O", "N", "C", "C", "N", "C", "C", "O", "C", "C", "C", "C", "O", "C", "C", "C", "O", "C", "C", "H", "H", "H", "H", "H", "H", "H", "H", "H", "H", "H", "H", "H", "H", "H", "H", "H", "H", "H", "H", "H", "H", "H", "H", "H", "H", "H", "H", "H", "H"],
  "positions_angstrom": [[-4.73, -3.16, 0.30], [-4.41, -2.47, -1.02], [-4.16, -1.08, -0.87], [-3.00, -0.66, -0.29], [-1.92, -1.49, 0.00], [-0.77, -0.99, 0.59], [0.32, -1.96, 0.88], [0.10, -3.15, 1.03], [1.56, -1.42, 0.98], [2.74, -2.24, 1.10], [3.62, -2.07, -0.14], [3.88, -0.66, -0.39], [4.93, -0.12, 0.46], [5.04, 1.38, 0.22], [5.32, 1.68, -1.13], [4.32, 1.13, -1.96], [4.20, -0.38, -1.78], [-0.69, 0.36, 0.92], [-1.75, 1.21, 0.63], [-1.77, 2.55, 0.87], [-0.80, 3.12, 1.72], [-1.00, 2.75, 3.19], [-2.91, 0.71, 0.02], [-3.94, 1.59, -0.18], [-4.45, 1.73, -1.49], [-3.39, 2.24, -2.47], [-3.87, -3.13, 0.97], [-5.00, -4.19, 0.12], [-5.56, -2.66, 0.79], [-5.28, -2.51, -1.68], [-3.57, -2.96, -1.52], [-1.94, -2.55, -0.21], [1.73, -0.49, 0.64], [3.29, -1.96, 2.00], [2.42, -3.28, 1.20], [4.55, -2.65, -0.03], [3.07, -2.47, -1.01], [4.68, -0.31, 1.50], [5.90, -0.60, 0.23], [5.86, 1.81, 0.80], [4.09, 1.86, 0.52], [4.62, 1.38, -2.98], [3.35, 1.60, -1.74], [3.40, -0.75, -2.42], [5.15, -0.86, -2.08], [0.19, 0.74, 1.42], [-0.94, 4.20, 1.59], [0.22, 2.87, 1.39], [-0.28, 3.28, 3.80], [-0.89, 1.68, 3.34], [-2.01, 3.04, 3.50], [-4.87, 0.78, -1.85], [-5.25, 2.46, -1.39], [-2.94, 3.15, -2.09], [-2.61, 1.49, -2.60], [-3.84, 2.44, -3.44]]
}

***

{
  "formula": "C19H30N8OPSeSnTe4",
  "method": "wB97M-V/def2-TZVPD",
  "homo_lumo_gap_ev": 5.89,
  "spin_multiplicity": 1,
  "charge": -1,
  "molar_mass_da": 1125.549,
  "species": ["Sn", "Te", "Te", "Te", "Te", "O", "N", "C", "C", "N", "C", "N", "N", "P", "N", "C", "C", "C", "C", "C", "N", "C", "C", "C", "C", "C", "N", "C", "C", "C", "C", "C", "H", "H", "H", "H", "H", "H", "H", "H", "H", "H", "H", "H", "H", "H", "H", "H", "H", "H", "H", "H", "H", "H", "H", "H", "H", "H", "H", "H", "H", "H", "Se", "C", "N"],
  "positions_angstrom": [[-1.41, -0.71, 2.38], [-1.31, 0.43, 5.58], [-1.87, -1.74, 7.05], [-2.14, -3.94, 5.49], [-1.82, -3.35, 2.85], [0.63, -0.44, 2.99], [1.21, -1.43, 3.60], [2.46, -1.23, 3.86], [3.15, -0.04, 3.45], [3.70, 0.92, 3.13], [3.20, -2.28, 4.50], [3.80, -3.13, 5.00], [-1.14, -1.03, 0.35], [-0.26, -0.04, -0.49], [-0.56, 1.57, -0.14], [-0.78, 1.79, 1.32], [-0.76, 3.28, 1.63], [-1.69, 3.99, 0.66], [-1.17, 3.84, -0.79], [-0.12, 2.73, -0.89], [1.41, -0.25, -0.26], [2.26, 0.33, -1.33], [3.73, 0.06, -1.06], [4.03, -1.45, -1.07], [2.75, -2.26, -0.89], [1.87, -1.60, 0.15], [-0.54, -0.20, -2.15], [-0.55, -1.66, -2.49], [-1.95, -2.23, -2.63], [-2.68, -1.57, -3.80], [-2.32, -0.08, -3.85], [-1.87, 0.42, -2.49], [0.03, 1.31, 1.88], [-1.83, 1.46, 1.40], [0.25, 3.67, 1.54], [-1.07, 3.41, 2.67], [-1.79, 5.05, 0.92], [-2.68, 3.54, 0.75], [-0.73, 4.77, -1.15], [-2.01, 3.60, -1.45], [0.85, 3.10, -0.52], [0.04, 2.44, -1.93], [2.09, 1.41, -1.35], [1.97, -0.05, -2.31], [3.99, 0.50, -0.10], [4.32, 0.58, -1.82], [4.70, -1.68, -0.24], [4.55, -1.74, -1.98], [3.00, -3.27, -0.55], [2.21, -2.36, -1.84], [2.44, -1.51, 1.08], [0.98, -2.19, 0.39], [-0.03, -2.21, -1.70], [0.03, -1.79, -3.42], [-2.46, -2.04, -1.68], [-1.90, -3.32, -2.75], [-3.75, -1.72, -3.70], [-2.37, -2.04, -4.74], [-3.16, 0.53, -4.20], [-1.50, 0.08, -4.55], [-2.62, 0.18, -1.72], [-1.75, 1.50, -2.51], [-3.11, 0.81, 3.73], [-3.95, 0.24, 1.21], [-4.00, -0.90, 0.97]]
}